DFT (ωB97M-V with the def2-TZVPD basis set) results for a cluster of 5 separate species, C22H53BFO6 in total in a non-equilibrium geometry.

Structure (XYZ):
```
83
Properties=species:S:1:pos:R:3:forces:R:3:mulliken_charge:R:1
C -2.083 -0.912 4.987 -0.4 -0.6 -0.5 -0.954
C -1.270 -0.244 3.729 5.9 -1.9 -2.0 0.536
O -0.105 -0.839 3.350 -7.5 3.6 2.1 -0.435
O -1.680 0.930 2.941 1.0 -2.4 3.4 -0.216
C -1.681 2.162 3.770 -1.1 1.9 0.4 -0.563
C -0.261 2.977 3.774 0.4 -0.2 0.1 -0.400
C 0.813 2.510 4.918 0.6 -0.2 0.2 -0.440
C 0.180 2.186 6.393 1.1 -0.8 -0.3 -0.293
B -0.721 3.391 7.053 -0.4 -1.8 0.7 0.424
F -1.017 2.977 8.479 0.3 0.4 -0.7 -0.506
H -1.811 -0.481 6.041 -0.4 -0.4 -2.3 0.300
H -3.255 -0.853 4.809 2.5 0.1 0.4 0.293
H -1.767 -2.062 5.016 -0.6 2.7 -0.3 0.255
H -2.115 1.914 4.832 1.2 0.6 -1.9 0.409
H -2.479 2.887 3.259 1.7 -1.8 1.0 0.194
H 0.263 2.838 2.713 -1.3 0.3 2.1 0.165
H -0.488 4.122 3.923 0.2 -2.3 -0.3 0.356
H 1.401 1.582 4.499 -1.1 1.7 0.8 0.174
H 1.618 3.377 5.043 -1.7 -1.7 -0.3 0.322
H -0.492 1.230 6.324 1.3 1.4 0.1 -0.370
H 1.041 1.943 7.174 -1.4 0.3 -1.8 0.185
H -0.260 4.469 6.970 0.8 1.0 0.1 -0.250
H -1.769 3.389 6.482 -1.0 0.2 -0.5 -0.224
C 4.200 -4.348 4.020 0.1 0.2 0.0 -1.011
C 2.983 -5.231 4.244 -0.2 0.3 0.1 -0.317
O 1.785 -4.495 4.481 0.2 -0.3 0.1 -0.432
C 1.365 -3.615 3.440 -0.2 0.0 0.0 0.119
C 1.095 -4.323 2.123 0.0 -0.2 -0.1 -0.944
H 4.358 -3.687 4.880 0.0 -0.2 -0.1 0.282
H 5.096 -4.963 3.879 -0.1 0.0 0.0 0.382
H 4.088 -3.715 3.137 0.0 -0.1 0.0 0.255
H 3.154 -5.845 5.134 -0.2 0.1 0.0 0.334
H 2.841 -5.927 3.412 0.0 0.0 -0.1 0.287
H 2.093 -2.807 3.313 -0.1 0.0 0.0 0.249
H 0.437 -3.143 3.784 0.4 -0.1 0.1 -0.047
H 1.990 -4.808 1.728 0.0 0.1 -0.1 0.307
H 0.741 -3.609 1.373 0.0 0.0 0.1 0.245
H 0.333 -5.099 2.255 0.0 0.1 0.0 0.298
C -3.315 0.267 -2.321 -0.2 0.0 0.0 -1.366
C -2.111 1.195 -2.291 0.0 0.0 0.3 -0.062
O -1.803 1.683 -0.987 -0.1 0.2 -0.4 -0.389
C -1.485 0.702 -0.002 0.3 0.2 0.1 0.172
C -0.276 -0.146 -0.361 0.1 -0.1 -0.1 -0.368
H -4.199 0.774 -1.916 0.2 -0.1 -0.1 0.343
H -3.528 -0.048 -3.348 0.1 0.1 0.1 0.397
H -3.152 -0.632 -1.723 0.0 0.0 0.0 0.243
H -2.329 2.072 -2.910 0.1 0.0 0.2 0.420
H -1.233 0.717 -2.733 0.0 -0.1 0.0 0.239
H -2.360 0.077 0.203 0.0 -0.1 0.0 0.199
H -1.272 1.246 0.926 -0.1 -0.1 -0.6 -0.104
H -0.436 -0.719 -1.277 0.0 -0.1 0.0 -0.092
H -0.056 -0.853 0.444 0.0 0.2 0.0 0.164
H 0.602 0.489 -0.520 -0.1 -0.1 0.1 0.272
C -0.938 -3.010 -6.992 -0.2 -0.1 0.0 -1.033
C -0.287 -1.969 -6.096 -0.2 0.0 0.1 -0.373
O -1.045 -1.674 -4.925 0.0 0.1 0.0 -0.357
C -1.291 -2.762 -4.038 0.1 0.0 0.0 -0.145
C -0.023 -3.395 -3.491 0.2 0.0 0.0 -1.205
H -1.940 -2.682 -7.294 0.2 0.0 0.0 0.286
H -0.333 -3.172 -7.890 -0.1 0.1 0.1 0.389
H -1.048 -3.971 -6.486 0.1 0.0 0.0 0.262
H -0.196 -1.032 -6.655 -0.1 0.0 0.3 0.318
H 0.731 -2.264 -5.823 0.0 -0.1 0.0 0.316
H -1.927 -3.508 -4.524 0.0 -0.1 0.0 0.338
H -1.874 -2.360 -3.201 0.1 0.2 -0.3 0.146
H 0.597 -3.821 -4.283 -0.1 -0.1 0.0 0.350
H -0.270 -4.197 -2.789 0.0 0.1 -0.1 0.394
H 0.584 -2.647 -2.968 -0.1 -0.1 0.0 0.298
C 0.750 3.394 -3.095 0.0 -0.1 0.1 -0.631
C 0.771 4.786 -3.706 0.1 -0.2 0.1 -0.554
O 1.950 5.057 -4.460 0.2 0.1 -0.2 -0.426
C 2.200 4.206 -5.576 -0.1 0.1 0.1 -0.326
C 1.095 4.236 -6.618 -0.2 0.1 0.0 -1.007
H 1.624 3.247 -2.448 -0.2 0.1 -0.1 0.301
H -0.158 3.252 -2.499 0.2 0.0 0.0 0.211
H 0.774 2.614 -3.857 -0.1 0.0 0.0 0.202
H 0.739 5.524 -2.898 0.2 0.0 -0.2 0.357
H -0.118 4.961 -4.318 -0.1 -0.1 0.0 0.304
H 2.393 3.183 -5.234 -0.1 0.0 0.0 0.295
H 3.130 4.556 -6.037 -0.1 0.1 0.3 0.336
H 0.141 3.888 -6.215 0.1 -0.1 0.0 0.250
H 1.355 3.596 -7.467 0.0 0.1 0.1 0.380
H 0.943 5.258 -6.984 0.1 -0.1 0.0 0.292
```
Positions in Å, forces in eV/Å.

Its gap between HOMO and LUMO is 6.74 eV. The multiplicity is 1. As for the charge: -1. The total energy is -1446.06222 Ha. The value obtained for the LUMO energy is 1.99 eV.

DFT (ωB97M-V with the def2-TZVPD basis set) results for a cluster of 9 separate species, C22H53Br3O27S8 in total in a non-equilibrium geometry.

Structure (XYZ):
```
113
Properties=species:S:1:pos:R:3:forces:R:3:mulliken_charge:R:1
C -4.463 -2.582 3.812 0.0 -0.5 0.4 -1.134
C -3.097 -2.596 3.100 -1.0 0.5 1.1 -0.189
O -2.285 -1.484 3.762 0.6 -1.2 -1.3 -0.305
S -0.884 -1.800 4.602 -3.1 1.0 -0.8 1.059
C -1.633 -1.533 6.166 0.1 -0.6 1.3 -1.112
O -0.665 -3.209 4.390 1.4 0.9 0.0 -0.655
O 0.004 -0.657 4.361 -0.8 -2.6 -0.2 -0.322
H -5.121 -3.413 3.559 0.3 -0.3 -0.7 0.411
H -5.069 -1.700 3.604 0.4 0.2 0.1 0.292
H -4.362 -2.741 4.886 0.2 0.5 0.1 0.260
H -2.625 -3.578 3.140 0.4 0.4 0.5 0.330
H -3.318 -2.421 2.047 0.8 0.8 0.0 0.229
H -0.854 -1.498 6.926 0.1 0.9 -0.1 0.448
H -2.210 -2.374 6.553 -0.1 -0.4 -0.9 0.370
H -2.331 -0.701 6.065 0.7 0.4 0.2 0.292
C 1.635 -0.858 -3.238 -0.2 -0.6 -0.7 0.568
C 2.712 -1.785 -3.891 -1.0 1.1 0.9 -0.547
O 2.643 -1.442 -5.285 1.9 1.5 -2.3 -0.248
S 4.050 -0.830 -6.010 0.8 0.3 -0.4 1.047
C 4.921 -2.487 -6.016 0.1 0.5 1.0 -0.934
O 3.853 -0.431 -7.443 -0.3 -1.1 4.2 -0.586
O 4.697 0.160 -5.079 -1.8 -2.7 -2.3 -0.551
H 0.674 -1.121 -3.679 0.0 -0.1 -0.1 0.077
H 1.792 0.179 -3.533 0.4 -0.1 0.1 -0.300
H 1.453 -0.900 -2.164 0.7 -0.2 -0.1 -0.324
H 3.690 -1.601 -3.446 0.1 0.0 -0.2 0.480
H 2.497 -2.853 -3.885 -0.2 0.1 0.4 0.295
H 5.998 -2.399 -6.161 -0.2 0.4 -0.6 0.379
H 4.439 -3.243 -6.636 -0.1 0.7 -0.6 0.350
H 4.853 -2.929 -5.022 -0.3 0.5 0.3 0.308
C -3.892 3.270 -5.449 -1.8 0.2 0.6 -1.117
C -4.685 2.381 -4.440 1.5 0.5 -1.4 -0.458
O -3.931 2.265 -3.259 -0.5 -2.0 2.4 -0.100
S -4.544 1.036 -2.268 0.4 0.8 0.8 1.018
C -3.249 -0.226 -2.581 0.1 1.1 -0.7 -0.676
O -4.349 1.596 -0.924 -0.6 -1.2 -2.1 -0.512
O -5.855 0.548 -2.729 2.5 1.1 0.7 -0.655
H -3.569 4.245 -5.083 0.3 -0.3 0.5 0.245
H -4.708 3.556 -6.113 0.3 -0.2 -0.8 0.446
H -3.083 2.746 -5.958 -0.2 0.0 0.1 0.225
H -5.665 2.732 -4.117 -0.1 0.1 -0.9 0.381
H -4.676 1.392 -4.897 -0.8 0.0 -0.2 0.462
H -2.411 0.016 -1.928 -0.3 -0.4 0.5 0.157
H -2.822 0.015 -3.555 -0.4 0.1 -0.3 0.373
H -3.607 -1.254 -2.646 -0.2 0.3 0.6 0.286
C 2.560 -3.974 4.005 1.1 2.0 -0.7 -1.242
C 3.763 -4.696 4.605 -1.5 3.5 0.8 -0.132
O 4.502 -5.275 3.610 2.6 -3.5 -0.4 -0.328
S 5.799 -6.207 4.212 -0.2 0.2 2.4 1.111
C 4.804 -7.599 4.852 -1.0 1.1 0.8 -0.955
O 6.424 -6.742 3.065 0.7 0.4 -1.0 -0.570
O 6.598 -5.536 5.288 -2.6 -1.3 -2.9 -0.588
H 1.896 -4.491 3.312 -0.2 -0.3 0.7 0.406
H 2.941 -3.118 3.447 0.5 -0.2 -1.0 0.244
H 2.140 -3.295 4.747 -1.0 -1.1 0.6 0.400
H 4.469 -3.919 4.898 -0.6 0.3 1.3 0.284
H 3.301 -5.193 5.458 1.0 -1.3 0.0 0.289
H 3.956 -7.701 4.173 0.5 -0.3 -0.5 0.356
H 4.291 -7.282 5.759 0.4 0.1 0.3 0.341
H 5.321 -8.531 5.082 0.4 0.4 -0.5 0.371
C 0.429 2.183 6.180 -0.6 -1.0 -1.2 -0.801
C 0.149 3.067 4.953 2.1 0.4 0.2 -0.698
O -0.626 2.518 3.836 0.5 0.7 2.0 0.063
S -2.182 2.423 4.125 0.1 0.6 0.2 1.134
C -2.424 1.577 2.565 -1.1 0.3 1.3 -0.454
O -2.381 1.615 5.321 -0.1 0.4 -1.3 -0.626
O -2.743 3.761 4.117 0.2 -1.5 -0.1 -0.639
H 0.605 1.199 5.745 0.2 -0.3 0.3 0.035
H -0.414 2.056 6.859 0.1 0.4 0.0 0.302
H 1.333 2.494 6.704 -0.1 0.3 -0.1 0.398
H -0.053 4.076 5.312 -1.2 0.1 -0.6 0.362
H 1.098 3.208 4.434 0.2 -0.1 0.1 0.344
H -2.338 2.377 1.829 0.0 -0.4 -0.1 0.135
H -3.440 1.204 2.692 -0.1 -0.1 -0.7 0.520
H -1.706 0.760 2.494 -0.1 0.2 -0.1 -0.089
O -0.604 4.816 -5.460 1.5 -3.2 1.6 -0.629
S -0.025 3.573 -4.894 1.5 0.4 -1.5 1.035
O -0.831 2.639 -4.143 0.7 1.5 -0.4 -0.233
O 0.729 2.613 -6.027 -4.0 0.4 1.2 -0.400
C 2.084 2.791 -6.023 1.1 -0.9 -1.8 -0.187
C 2.505 3.139 -4.663 1.5 1.2 0.8 -0.019
O 1.469 3.934 -4.217 -4.4 1.4 1.1 -0.407
H 2.462 1.819 -6.339 0.6 0.4 -0.5 -0.026
H 2.220 3.633 -6.702 1.0 -0.2 -0.2 0.372
H 3.278 3.901 -4.756 0.7 -0.6 0.2 0.326
H 2.769 2.403 -3.904 -0.1 -0.4 -0.4 0.102
O -2.066 6.127 1.036 0.0 -0.2 -2.3 -0.504
S -1.614 6.164 -0.343 1.1 -0.6 0.3 0.981
O -0.608 7.151 -0.675 -1.7 -1.3 -0.1 -0.562
O -1.001 4.661 -0.816 2.2 3.1 1.8 -0.259
C -2.025 3.890 -1.221 -2.6 -1.8 -1.7 0.351
C -2.778 4.847 -2.118 -0.9 -0.9 -0.7 0.330
O -2.877 6.065 -1.424 1.4 1.5 1.8 -0.401
H -1.756 3.119 -1.944 0.7 -0.2 0.5 0.056
H -2.514 3.406 -0.376 -0.6 0.3 -0.2 -0.186
H -3.773 4.559 -2.456 0.0 -0.1 0.5 0.158
H -2.167 4.937 -3.017 0.1 0.4 -0.1 -0.064
O -0.819 1.603 -0.275 0.3 -0.8 1.3 -0.243
S 0.568 1.282 -0.260 1.7 0.2 -0.1 1.005
O 1.211 1.584 -1.527 0.1 -0.8 2.2 -0.661
O 1.427 1.942 1.005 -1.4 -0.1 -1.3 -0.294
C 2.083 1.018 1.890 -0.1 -0.9 -1.1 -0.023
C 1.919 -0.385 1.142 1.2 1.6 1.2 -0.185
O 0.812 -0.298 0.279 -0.9 1.8 -0.8 -0.034
H 3.127 1.328 1.933 0.0 -0.2 -0.2 0.330
H 1.717 1.064 2.916 -0.7 0.0 -0.3 -0.168
H 1.767 -1.166 1.887 -0.1 -0.1 -0.4 0.091
H 2.831 -0.488 0.554 0.0 -0.5 0.0 0.319
Br -1.641 -5.573 -2.172 0.1 1.5 0.0 -0.048
C -1.620 -3.597 -2.430 0.7 0.0 0.1 -0.372
Br -1.265 -3.156 -4.335 0.0 -0.2 1.3 -0.040
Br -0.399 -2.594 -1.117 -1.4 -1.3 -1.3 0.136
H -2.615 -3.199 -2.228 0.3 -0.3 0.1 0.316
```
Positions in Å, forces in eV/Å.

Its gap between HOMO and LUMO is 9.43 eV. The multiplicity is 1. As for the charge: 0. The total energy is -13808.69058 Ha. The value obtained for the LUMO energy is -1.13 eV.

DFT (ωB97M-V with the def2-TZVPD basis set) results for a structure of composition C22H55B3FO16PS in a non-equilibrium geometry.

Structure (XYZ):
```
99
Properties=species:S:1:pos:R:3:forces:R:3:mulliken_charge:R:1
O 0.382 0.572 1.697 0.0 0.2 0.2 -0.599
C 0.708 -0.285 0.625 0.4 -0.4 0.4 -0.551
C 2.184 -0.670 0.620 -0.4 0.5 -0.4 -0.211
O 2.989 0.461 0.875 -0.2 -0.1 0.5 -0.258
C 4.224 0.193 1.480 0.5 -0.1 -0.6 -0.230
O 4.596 1.191 2.358 -0.2 0.3 0.0 -0.370
C 3.695 1.386 3.441 0.4 -0.1 0.6 -0.072
B 4.052 0.570 4.743 -0.4 1.2 0.1 0.274
O 3.008 0.095 5.527 0.1 -0.6 -0.9 -0.191
B 3.324 -1.156 6.031 -0.8 0.4 1.5 0.152
C 2.419 -2.413 5.790 0.6 0.3 -0.4 -0.470
C 2.139 -2.455 4.306 0.3 0.5 0.2 0.162
F 1.279 -3.468 3.959 -0.1 -0.2 -0.1 -0.367
O 4.553 -1.233 6.679 -0.1 -1.3 -0.6 -0.297
B 5.476 -0.910 5.731 0.5 0.6 0.8 0.348
P 6.827 -2.178 5.196 0.4 -0.5 1.7 0.681
O 6.099 -3.128 4.128 0.4 0.5 -0.9 -0.473
O 7.948 -1.367 4.383 -0.3 0.2 -0.5 -0.533
S 7.512 -3.140 6.707 -0.1 0.2 0.0 -0.429
O 5.351 0.322 5.143 0.3 -0.4 -1.1 -0.322
H 0.816 0.234 2.492 -0.2 0.1 -0.2 0.200
H 0.417 0.163 -0.312 -0.1 0.5 -0.1 0.463
H 0.152 -1.214 0.737 -0.2 -0.3 -0.3 0.252
H 2.310 -1.445 1.368 0.4 -0.2 0.3 0.126
H 2.430 -1.071 -0.360 0.1 -0.4 -0.2 0.326
H 4.236 -0.796 1.948 -0.4 -0.2 0.3 0.193
H 4.994 0.182 0.715 0.3 0.1 -0.1 0.319
H 2.661 1.211 3.180 -0.3 0.0 -0.4 0.088
H 3.754 2.439 3.699 0.0 0.4 0.1 0.241
H 3.017 -3.277 6.041 -0.2 -0.4 0.4 0.258
H 1.492 -2.368 6.346 -0.2 -0.1 0.2 0.380
H 1.733 -1.503 3.984 -0.5 0.1 -0.2 0.110
H 3.084 -2.572 3.777 0.1 -0.4 -0.3 0.110
H 6.690 -3.328 3.383 -0.3 -0.1 0.1 0.297
H 8.131 -0.521 4.822 0.1 -0.2 -0.2 0.329
C 12.679 -6.247 8.092 0.0 0.0 0.0 -0.708
O 13.386 -6.166 6.867 -0.1 0.0 0.1 -0.375
C 12.813 -6.957 5.837 0.3 0.1 0.0 -0.476
C 12.017 -6.116 4.865 -0.3 -0.1 0.0 -0.547
O 10.862 -5.565 5.474 0.1 0.1 0.0 -0.334
C 11.006 -4.197 5.820 0.0 0.0 0.0 -0.504
H 13.072 -5.474 8.750 0.1 0.0 0.0 0.246
H 11.609 -6.080 7.951 0.0 0.0 0.0 0.306
H 12.838 -7.224 8.562 -0.1 0.0 0.0 0.321
H 12.184 -7.746 6.259 0.0 0.0 0.0 0.325
H 13.639 -7.433 5.298 0.0 0.0 0.0 0.370
H 11.678 -6.756 4.043 0.0 0.0 0.0 0.375
H 12.647 -5.327 4.442 0.0 0.0 0.0 0.331
H 11.003 -3.574 4.918 0.0 0.0 0.0 0.305
H 11.928 -4.019 6.380 0.0 0.0 0.0 0.334
H 10.154 -3.918 6.437 0.0 -0.1 -0.1 0.024
C -2.545 1.629 0.325 0.0 -0.1 -0.1 -0.126
O -2.828 1.534 -1.062 0.0 0.1 0.1 -0.345
C -3.949 2.307 -1.461 0.1 -0.2 -0.2 0.237
C -3.526 3.587 -2.145 -0.2 0.2 0.2 -0.519
O -2.878 4.472 -1.244 0.1 -0.1 0.0 -0.387
C -1.469 4.475 -1.378 0.0 0.0 0.0 -0.699
H -1.576 1.171 0.501 0.0 0.0 0.0 -0.304
H -2.505 2.669 0.658 0.0 0.0 0.0 0.314
H -3.300 1.087 0.905 0.0 0.1 0.1 0.319
H -4.595 2.526 -0.605 0.0 0.1 0.0 0.362
H -4.523 1.706 -2.173 0.0 0.0 0.0 -0.324
H -4.418 4.100 -2.517 0.0 0.0 0.0 0.350
H -2.882 3.364 -3.001 0.0 0.0 0.0 0.338
H -1.172 4.973 -2.307 0.0 0.0 0.0 0.330
H -1.061 3.461 -1.363 0.0 0.0 0.0 0.288
H -1.058 5.030 -0.536 0.0 0.0 0.0 0.245
C -8.508 -0.969 -5.971 0.0 0.0 0.0 -0.703
O -8.407 -1.110 -4.567 0.1 0.1 -0.1 -0.380
C -7.067 -1.201 -4.107 -0.2 -0.1 0.2 -0.779
C -6.592 0.105 -3.514 0.3 0.0 -0.2 -0.198
O -6.485 1.118 -4.501 -0.1 0.0 0.0 -0.386
C -7.566 2.035 -4.482 0.1 0.0 0.0 -0.554
H -9.542 -0.718 -6.204 0.0 0.0 0.0 0.241
H -7.860 -0.172 -6.344 0.0 0.0 0.0 0.291
H -8.255 -1.910 -6.471 0.0 0.0 -0.1 0.343
H -6.399 -1.516 -4.915 0.0 0.0 0.0 0.363
H -7.043 -1.972 -3.330 0.0 0.0 0.0 0.400
H -5.592 -0.042 -3.094 0.0 -0.1 0.0 0.271
H -7.257 0.422 -2.705 0.0 0.0 0.0 0.357
H -7.496 2.686 -3.603 -0.1 0.0 0.0 0.354
H -8.530 1.523 -4.481 0.0 0.0 0.0 0.354
H -7.500 2.651 -5.376 0.1 0.0 0.0 0.002
C -11.014 3.894 -6.990 0.0 0.0 0.1 -0.779
O -9.609 4.005 -6.837 -0.1 0.0 -0.2 -0.358
C -8.895 3.492 -7.953 0.2 0.1 0.3 -0.216
C -8.383 4.604 -8.839 -0.1 -0.1 -0.3 -0.705
O -9.445 5.297 -9.476 0.0 0.1 0.1 -0.365
C -9.742 6.543 -8.871 0.0 0.0 -0.1 -0.698
H -11.479 4.476 -6.197 0.0 0.0 0.0 0.261
H -11.345 4.284 -7.956 0.0 0.0 0.0 0.354
H -11.329 2.850 -6.890 0.0 0.0 -0.1 0.295
H -9.516 2.799 -8.527 0.0 0.0 0.0 0.349
H -8.039 2.932 -7.562 0.0 0.0 -0.1 0.286
H -7.763 4.168 -9.629 0.0 0.0 0.0 0.381
H -7.760 5.294 -8.262 0.0 0.0 0.0 0.344
H -8.950 7.270 -9.082 0.0 0.0 0.1 0.322
H -9.868 6.447 -7.790 0.0 0.0 0.0 0.302
H -10.673 6.905 -9.303 0.0 0.0 -0.1 0.241
```
Positions in Å, forces in eV/Å.

Its gap between HOMO and LUMO is 8.87 eV. The multiplicity is 1. As for the charge: 0. The total energy is -2989.14370 Ha. The value obtained for the LUMO energy is -0.21 eV. The energy above the lowest of the compared OMol25 structures with the same formula, charge and spin is 9.9 kcal per mole.